No. 1
# C51H38CaN7SSe

A molecular structure, C51H38CaN7SSe at a distorted geometry (ωB97M-V with the def2-TZVPD basis set, the OMol25 dataset).

Positions of all 99 atoms, in Å:
Ca 0.6842 -0.2059 -0.4299
C -5.6345 -0.2868 -5.1799
C -4.6945 0.7305 -5.2664
C -3.5836 0.7285 -4.4376
C -3.3886 -0.2901 -3.5069
C -4.3491 -1.2962 -3.4171
C -5.4597 -1.2995 -4.2471
C -2.1810 -0.2957 -2.6383
C -2.0039 0.8631 -1.8250
C -3.0169 1.8624 -1.5274
C -2.4637 2.7462 -0.6598
C -1.0885 2.3341 -0.4477
N -0.8880 1.1831 -1.1482
C -0.0720 3.0469 0.2252
C 1.3218 2.7546 0.2412
C 2.3856 3.6416 0.6560
C 3.5621 3.0029 0.4059
C 3.2281 1.7031 -0.1388
C 4.1173 0.6303 -0.4214
C 5.5685 0.9128 -0.2162
C 6.0853 1.0489 1.0700
C 7.4353 1.2982 1.2668
C 8.2863 1.4175 0.1767
C 7.7797 1.2849 -1.1079
C 6.4294 1.0321 -1.3019
C 3.8042 -0.6984 -0.7817
N 2.5854 -1.1760 -1.1489
C 2.6480 -2.5126 -1.3129
C 1.5706 -3.3046 -1.7982
C 1.8136 -4.7568 -1.9975
C 2.8931 -5.2460 -2.7341
C 3.0900 -6.6082 -2.8906
C 2.2072 -7.5178 -2.3231
C 1.1165 -7.0499 -1.6063
C 0.9254 -5.6846 -1.4492
C 0.3008 -2.8306 -2.2211
C -0.5538 -3.4870 -3.1986
C -1.5429 -2.6161 -3.5146
C -1.3495 -1.4286 -2.7002
N -0.2285 -1.6146 -1.9521
C 4.0033 -2.9409 -0.9967
C 4.7164 -1.8245 -0.6977
N 1.8867 1.6265 -0.2403
C -0.4762 4.2885 0.9372
C -0.3334 4.3725 2.3186
C -0.6786 5.5375 2.9849
C -1.1679 6.6282 2.2815
C -1.3195 6.5487 0.9042
C -0.9750 5.3836 0.2358
H -6.4999 -0.2874 -5.8299
H -4.8249 1.5298 -5.9852
H -2.8480 1.5194 -4.5131
H -4.2299 -2.0688 -2.6674
H -6.1924 -2.0916 -4.1580
H -4.0293 1.8633 -1.8980
H -2.9455 3.5856 -0.1871
H 2.2522 4.6288 1.0686
H 4.5566 3.3785 0.5833
H 5.4152 0.9509 1.9150
H 7.8224 1.3972 2.2729
H 9.3402 1.6129 0.3285
H 8.4371 1.3794 -1.9630
H 6.0296 0.9261 -2.3026
H 3.5674 -4.5450 -3.2081
H 3.9340 -6.9625 -3.4684
H 2.3621 -8.5811 -2.4501
H 0.4107 -7.7441 -1.1688
H 0.0607 -5.3201 -0.9065
H -0.3859 -4.4601 -3.6316
H -2.3160 -2.7594 -4.2513
H 4.3651 -3.9564 -0.9892
H 5.7546 -1.7715 -0.4107
H 0.0096 3.5037 2.8674
H -0.5883 5.5790 4.0615
H -1.4452 7.5327 2.8078
H -1.7049 7.3935 0.3465
H -1.0778 5.3172 -0.8403
N -1.2562 -2.2323 1.1541
N -0.0915 -2.9990 1.1598
C 1.1065 -2.6422 1.6658
N 1.9942 -3.6741 1.7641
S 1.4888 -1.0951 2.1929
H -1.3295 -1.6721 2.0005
H -1.3199 -1.6238 0.3421
H -0.2689 -3.9839 1.0483
H 1.9022 -4.4302 1.0986
H 2.9407 -3.3666 1.9182
Se -1.8728 0.5251 3.0611
C -2.6147 2.1793 3.6248
C -3.5909 2.8562 2.8800
C -4.1287 4.0604 3.3001
C -3.7259 4.6401 4.4968
C -2.7627 3.9847 5.2544
C -2.2148 2.7884 4.8225
H -3.9269 2.4060 1.9532
H -4.8770 4.5517 2.6872
H -4.1510 5.5788 4.8298
H -2.4309 4.4127 6.1945
H -1.4634 2.2888 5.4228

## Properties
Total energy = -5826.969517 Eh
Net charge = -1
Largest force on an atom = 0.032 hartree/bohr
Relative energy (zero: lowest compared OMol25 entry of this formula, charge and spin) = 0.586 eV

How positive or negative is each atom? The Mulliken charges in e answer that: atom 1 (Ca): 2.321, atom 2 (C): -0.398, atom 3 (C): -0.821, atom 4 (C): -0.188, atom 5 (C): -0.071, atom 6 (C): -0.246, atom 7 (C): -0.804, atom 8 (C): 2.039, atom 9 (C): -0.590, atom 10 (C): -1.578, atom 11 (C): -1.051, atom 12 (C): 0.539, atom 13 (N): -0.597, atom 14 (C): 1.079, atom 15 (C): 0.304, atom 16 (C): -1.085, atom 17 (C): -1.459, atom 18 (C): -0.042, atom 19 (C): 2.016, atom 20 (C): -0.805, atom 21 (C): 0.154, atom 22 (C): -0.892, atom 23 (C): -0.327, atom 24 (C): -0.805, atom 25 (C): 0.125, atom 26 (C): -0.722, atom 27 (N): -0.768, atom 28 (C): 0.802, atom 29 (C): 1.612, atom 30 (C): -0.242, atom 31 (C): -0.384, atom 32 (C): -0.876, atom 33 (C): -0.463, atom 34 (C): -0.990, atom 35 (C): -0.020, atom 36 (C): 0.094, atom 37 (C): -1.290, atom 38 (C): -1.723, atom 39 (C): -0.133, atom 40 (N): 0.264, atom 41 (C): -1.410, atom 42 (C): -1.249, atom 43 (N): -0.348, atom 44 (C): -0.070, atom 45 (C): 0.012, atom 46 (C): -1.114, atom 47 (C): -0.462, atom 48 (C): -0.902, atom 49 (C): -0.112, atom 50 (H): 0.382, atom 51 (H): 0.377, atom 52 (H): 0.487, atom 53 (H): 0.538, atom 54 (H): 0.376, atom 55 (H): 0.470, atom 56 (H): 0.757, atom 57 (H): 0.517, atom 58 (H): 0.474, atom 59 (H): 0.522, atom 60 (H): 0.380, atom 61 (H): 0.371, atom 62 (H): 0.376, atom 63 (H): 0.468, atom 64 (H): 0.565, atom 65 (H): 0.394, atom 66 (H): 0.393, atom 67 (H): 0.405, atom 68 (H): 0.414, atom 69 (H): 0.516, atom 70 (H): 0.531, atom 71 (H): 0.603, atom 72 (H): 0.484, atom 73 (H): 0.594, atom 74 (H): 0.393, atom 75 (H): 0.394, atom 76 (H): 0.377, atom 77 (H): 0.502, atom 78 (N): -0.791, atom 79 (N): 0.140, atom 80 (C): 0.492, atom 81 (N): -0.549, atom 82 (S): -0.204, atom 83 (H): 0.149, atom 84 (H): 0.374, atom 85 (H): 0.279, atom 86 (H): 0.217, atom 87 (H): 0.321, atom 88 (Se): -0.361, atom 89 (C): -0.383, atom 90 (C): -0.214, atom 91 (C): -0.585, atom 92 (C): -0.434, atom 93 (C): -0.566, atom 94 (C): -0.220, atom 95 (H): 0.450, atom 96 (H): 0.372, atom 97 (H): 0.394, atom 98 (H): 0.382, atom 99 (H): 0.353

***

No. 2
# C54H141N7O26

13 unconnected molecules or ions with the total composition C54H141N7O26 at a distorted geometry (ωB97M-V with the def2-TZVPD basis set, the OMol25 dataset).

Positions of all 228 atoms, in Å:
C 11.3475 4.3312 7.9987
O 10.7739 3.5208 6.9503
C 9.5320 3.9854 6.3306
C 9.3242 3.7038 4.8619
N 8.0196 4.3706 4.5806
C 7.6509 4.2044 3.1372
C 7.2483 2.6820 2.9250
O 6.4370 2.4861 1.6929
C 7.2612 2.1295 0.6377
H 11.8114 5.2357 7.6053
H 12.1448 3.7582 8.4721
H 10.5585 4.5602 8.7150
H 9.4332 5.0555 6.5129
H 8.7787 3.6802 7.0570
H 9.2332 2.6266 4.7222
H 10.2198 4.1537 4.4335
H 7.2503 4.2819 5.2290
H 8.3930 4.5725 2.4288
H 6.7027 4.6629 2.8566
H 6.5261 2.3754 3.6817
H 8.0775 1.9755 2.9626
H 8.2028 2.6780 0.6640
H 6.8665 2.2054 -0.3754
H 7.3563 1.0543 0.7897
C 3.2042 7.8031 0.6531
O 4.0475 6.8825 1.2379
C 3.9402 5.5331 0.6518
C 3.0017 4.6324 1.4589
N 1.5570 5.0142 1.5317
C 0.6189 4.1939 2.3042
C -0.1331 3.3827 1.2905
O -1.0430 4.3078 0.7513
C -1.7387 3.9640 -0.4070
H 3.0936 7.8331 -0.4309
H 3.7073 8.7198 0.9611
H 2.1880 7.7552 1.0444
H 4.9490 5.1372 0.7693
H 3.5250 5.5573 -0.3557
H 3.4729 4.7036 2.4392
H 3.2154 3.6738 0.9862
H 0.9780 5.1430 0.7142
H -0.1628 4.7047 2.8665
H 1.1473 3.5412 2.9991
H -0.5669 2.5771 1.8829
H 0.4214 2.8122 0.5453
H -1.0360 3.8694 -1.2349
H -2.3620 4.8106 -0.6948
H -2.3401 3.0678 -0.2545
C -9.7276 -3.9694 -1.6176
O -8.5238 -4.3616 -2.2323
C -8.0923 -3.3981 -3.0981
C -6.8317 -3.6838 -3.9625
N -5.6250 -3.7946 -3.1804
C -4.4904 -4.4328 -3.8542
C -3.6935 -5.1610 -2.7023
O -4.6125 -5.8908 -1.9132
C -5.0267 -7.1823 -2.4162
H -10.5369 -3.7823 -2.3234
H -9.6359 -3.0452 -1.0470
H -10.0234 -4.7930 -0.9678
H -8.0845 -2.4641 -2.5361
H -8.8267 -3.2891 -3.8960
H -6.6530 -2.7882 -4.5574
H -6.7962 -4.5360 -4.6412
H -5.8290 -4.1701 -2.2653
H -3.9042 -3.6976 -4.4055
H -4.7811 -5.2066 -4.5647
H -3.3079 -4.3928 -2.0320
H -2.7871 -5.6485 -3.0613
H -5.4879 -7.0420 -3.3938
H -5.8258 -7.7420 -1.9300
H -4.1513 -7.8156 -2.2722
C -5.8246 -5.5068 5.1821
O -5.1935 -4.5402 6.1079
C -5.9633 -4.0653 7.1349
C -5.3675 -2.6269 7.3541
N -5.3127 -1.9012 6.0232
C -4.2337 -0.9448 5.9330
C -3.6957 -0.9387 4.4884
O -3.6714 -2.2016 3.9194
C -3.3325 -2.1770 2.4816
H -5.4451 -6.5074 5.3893
H -5.6290 -5.4810 4.1101
H -6.8871 -5.6620 5.3694
H -5.8562 -4.7399 7.9843
H -7.0152 -3.9949 6.8579
H -4.3701 -2.8849 7.7102
H -5.8819 -2.1517 8.1893
H -5.1181 -2.5942 5.3147
H -3.4997 -1.2374 6.6838
H -4.7468 -0.0515 6.2893
H -2.6707 -0.5692 4.4596
H -4.2352 -0.1536 3.9586
H -3.8812 -3.0156 2.0529
H -2.2536 -2.2822 2.3674
H -3.5481 -1.3406 1.8169
C -5.0142 2.2890 -0.1595
O -4.7469 1.3282 -1.1450
C -4.5851 0.0094 -0.5098
C -3.6660 -0.7716 -1.4290
N -2.5455 0.0650 -1.7186
C -2.1339 -0.2135 -3.0888
C -0.8107 0.5870 -3.3127
O -0.4876 0.5571 -4.7120
C 0.4835 -0.3988 -4.9822
H -4.7938 3.2176 -0.6862
H -4.5250 2.0971 0.7954
H -6.0814 2.3467 0.0548
H -5.4782 -0.5958 -0.3544
H -4.0742 -0.0653 0.4502
H -4.0746 -1.1806 -2.3531
H -3.2710 -1.5641 -0.7933
H -3.0038 0.9641 -1.6770
H -2.7733 0.0131 -3.9421
H -1.9329 -1.2696 -3.2690
H -0.0848 0.1686 -2.6156
H -0.9994 1.5771 -2.8977
H -0.0770 -1.1028 -5.5972
H 0.8583 -0.9596 -4.1260
H 1.2544 -0.0659 -5.6772
C 0.7161 -4.7742 -2.5949
O 1.7024 -4.0168 -3.3705
C 3.0848 -4.2337 -3.1830
C 3.7120 -3.0313 -3.7580
N 3.5145 -1.7867 -3.0710
C 3.9559 -0.6168 -3.9492
C 5.2758 -0.6353 -4.4800
O 5.2431 -0.9522 -5.9260
C 5.2547 0.1209 -6.8345
H 0.7307 -4.5028 -1.5393
H 0.8335 -5.8475 -2.7439
H -0.2494 -4.4335 -2.9687
H 3.4366 -5.0121 -3.8602
H 3.3370 -4.3886 -2.1340
H 3.5400 -2.9325 -4.8298
H 4.7789 -3.2370 -3.8441
H 2.5124 -1.8868 -2.9941
H 3.6985 0.2398 -3.3261
H 3.2231 -0.7140 -4.7502
H 5.8687 -1.4078 -3.9903
H 5.7901 0.2962 -4.2439
H 4.2455 0.5172 -6.9467
H 5.3870 -0.1358 -7.8856
H 5.9414 0.9167 -6.5460
C -1.9385 6.0270 -11.1187
O -2.5754 4.8914 -10.4635
C -3.9711 5.1150 -10.1148
C -4.4926 3.8302 -9.6065
N -3.7149 3.3779 -8.4409
C -4.0701 4.1200 -7.2431
C -3.3880 3.3347 -6.0683
O -3.4993 4.1101 -4.9285
C -2.8535 3.3988 -3.8823
H -2.4997 6.1983 -12.0373
H -0.9064 5.8160 -11.3987
H -1.8244 6.7790 -10.3379
H -4.6310 5.5352 -10.8738
H -4.0431 5.8511 -9.3141
H -4.3376 3.1366 -10.4329
H -5.5541 3.9461 -9.3876
H -2.7846 3.7459 -8.5795
H -5.0886 4.3152 -6.9073
H -3.4549 5.0118 -7.3624
H -2.3510 3.0585 -6.2589
H -3.9564 2.4205 -5.8971
H -2.8697 2.3096 -3.9204
H -3.1453 3.7822 -2.9046
H -1.7924 3.5840 -4.0494
C -1.6499 -5.6821 2.1137
C -1.3704 -7.1417 1.6948
O -0.1492 -7.1857 0.8819
O -1.6660 -4.8398 0.9828
H -0.9358 -5.3579 2.8708
H -2.6649 -5.5364 2.4833
H -2.2220 -7.4673 1.0974
H -1.3621 -7.8909 2.4864
H 0.4548 -7.8709 1.1776
H -0.8919 -5.1727 0.5228
C 2.8365 1.5902 3.5780
C 3.9224 0.7177 4.2794
O 4.3865 -0.3436 3.5474
O 1.7091 0.7999 3.2601
H 3.2193 2.2154 2.7713
H 2.4829 2.2028 4.4073
H 3.4684 0.3486 5.1990
H 4.7306 1.2741 4.7541
H 3.7265 -0.7196 2.9604
H 1.9494 0.3401 2.4524
C 1.1694 -1.3407 1.4262
C -0.1332 -0.5010 0.8999
O -0.6263 -1.2211 -0.2802
O 2.3722 -0.5876 1.0217
H 1.1598 -2.4010 1.1735
H 0.9975 -1.3836 2.5017
H 0.2754 0.4917 0.7109
H -0.9445 -0.4087 1.6220
H -1.3158 -0.6634 -0.6478
H 2.9913 -1.1866 0.5978
C -3.4962 4.3451 2.9369
C -3.2952 4.2101 4.4127
O -1.9806 4.6010 4.7861
O -3.2294 5.5464 2.3347
H -4.4987 4.0729 2.6068
H -2.7798 3.6039 2.5828
H -3.4230 3.1491 4.6274
H -3.8781 4.9440 4.9694
H -1.8123 5.5401 4.8924
H -2.3198 5.5562 2.0280
C 2.7546 -3.1825 7.4200
C 2.6256 -3.4003 5.8862
O 1.4069 -4.1616 5.5908
O 3.1692 -4.3844 8.0766
H 1.8038 -2.9303 7.8896
H 3.4645 -2.3644 7.5421
H 3.5541 -3.7480 5.4333
H 2.5198 -2.3536 5.6010
H 1.6146 -5.0487 5.8933
H 3.6468 -4.0472 8.8380
C 5.3246 -2.9287 -0.0114
C 6.6829 -2.6968 -0.6829
O 6.8255 -3.4235 -1.8413
O 4.3620 -1.9289 -0.3964
H 5.6159 -2.8493 1.0359
H 4.9124 -3.9367 -0.0573
H 7.4528 -3.1358 -0.0482
H 6.9266 -1.6397 -0.7886
H 6.7517 -2.8454 -2.6042
H 4.2041 -1.9662 -1.3426

## Properties
Total energy = -4480.778393 Eh
Net charge = 0
Largest force on an atom = 0.111 hartree/bohr
Relative energy (zero: lowest compared OMol25 entry of this formula, charge and spin) = 8.378 eV

Atomic partial charges in e from the Mulliken method, atoms 1 to 99: atom 1 (C): -0.689, atom 2 (O): -0.397, atom 3 (C): -0.882, atom 4 (C): -0.022, atom 5 (N): -0.306, atom 6 (C): -0.680, atom 7 (C): -0.170, atom 8 (O): -0.224, atom 9 (C): -0.810, atom 10 (H): 0.284, atom 11 (H): 0.232, atom 12 (H): 0.317, atom 13 (H): 0.495, atom 14 (H): 0.381, atom 15 (H): 0.209, atom 16 (H): 0.136, atom 17 (H): 0.299, atom 18 (H): 0.365, atom 19 (H): 0.271, atom 20 (H): -0.084, atom 21 (H): 0.459, atom 22 (H): 0.354, atom 23 (H): 0.228, atom 24 (H): 0.248, atom 25 (C): -0.691, atom 26 (O): -0.341, atom 27 (C): -0.859, atom 28 (C): -0.195, atom 29 (N): -0.055, atom 30 (C): -0.163, atom 31 (C): -0.551, atom 32 (O): -0.392, atom 33 (C): -1.264, atom 34 (H): 0.291, atom 35 (H): 0.283, atom 36 (H): 0.223, atom 37 (H): 0.211, atom 38 (H): 0.545, atom 39 (H): 0.297, atom 40 (H): 0.278, atom 41 (H): 0.369, atom 42 (H): 0.001, atom 43 (H): -0.248, atom 44 (H): 0.314, atom 45 (H): 0.539, atom 46 (H): 0.506, atom 47 (H): 0.409, atom 48 (H): 0.435, atom 49 (C): -0.762, atom 50 (O): -0.266, atom 51 (C): -0.614, atom 52 (C): -0.667, atom 53 (N): 0.000, atom 54 (C): -0.992, atom 55 (C): -0.011, atom 56 (O): -0.348, atom 57 (C): -0.742, atom 58 (H): 0.316, atom 59 (H): 0.327, atom 60 (H): 0.233, atom 61 (H): 0.369, atom 62 (H): 0.394, atom 63 (H): 0.260, atom 64 (H): 0.371, atom 65 (H): 0.260, atom 66 (H): 0.354, atom 67 (H): 0.454, atom 68 (H): -0.182, atom 69 (H): 0.474, atom 70 (H): 0.251, atom 71 (H): 0.271, atom 72 (H): 0.297, atom 73 (C): -0.788, atom 74 (O): -0.291, atom 75 (C): -0.629, atom 76 (C): -0.667, atom 77 (N): -0.472, atom 78 (C): -0.785, atom 79 (C): -0.257, atom 80 (O): -0.389, atom 81 (C): 0.807, atom 82 (H): 0.311, atom 83 (H): 0.285, atom 84 (H): 0.321, atom 85 (H): 0.350, atom 86 (H): 0.444, atom 87 (H): 0.346, atom 88 (H): 0.353, atom 89 (H): 0.336, atom 90 (H): 0.325, atom 91 (H): 0.313, atom 92 (H): 0.423, atom 93 (H): 0.262, atom 94 (H): 0.348, atom 95 (H): 0.163, atom 96 (H): -0.653, atom 97 (C): -0.801, atom 98 (O): -0.416, atom 99 (C): -0.618

***

No. 3
# CH6N3OS

2 unconnected molecules or ions with the total composition CH6N3OS at a distorted geometry (ωB97M-V with the def2-TZVPD basis set, the OMol25 dataset).

Positions of all 12 atoms, in Å:
C 1.6947 -0.2059 0.0971
N 1.5469 1.0166 0.6641
N 0.7663 -0.7610 -0.6282
N -0.3995 -1.0335 -0.4692
O 2.8189 -0.9037 0.2710
S -3.4338 0.6886 -0.4108
H 0.6589 1.5633 0.6076
H 2.4500 1.5070 0.9291
H -3.4621 0.0342 0.7357
H -0.8403 -1.3784 -1.3158
H 2.7676 -1.7171 -0.2509
H -4.5676 1.1898 -0.2297

## Properties
Total energy = -679.056585 Eh
Net charge = +1
Largest force on an atom = 0.074 hartree/bohr
Relative energy (zero: lowest compared OMol25 entry of this formula, charge and spin) = 2.269 eV

How positive or negative is each atom? The Mulliken charges in e answer that: atom 1 (C): 0.699, atom 2 (N): -0.329, atom 3 (N): 0.002, atom 4 (N): -0.259, atom 5 (O): -0.393, atom 6 (S): -0.302, atom 7 (H): 0.283, atom 8 (H): 0.297, atom 9 (H): 0.166, atom 10 (H): 0.311, atom 11 (H): 0.378, atom 12 (H): 0.146

***

Question: net charge of number 3 (CH6N3OS)?
Answer: +1